(1)
# C12H25BCl2N3O8Pb

A structure of composition C12H25BCl2N3O8Pb at a distorted geometry (wB97M-V/def2-TZVPD, the OMol25 dataset).

Each line ends with the natural charge from an NBO analysis.
CARTESIAN COORDINATES (ANGSTROEM)
Pb: 6.1715 -10.1617 31.1660  1.50
Cl: 3.2906 -12.1354 31.6221  2.54
O: 2.3265 -11.3593 32.4017  -0.86
O: 3.5509 -11.4060 30.3796  -0.90
O: 4.4902 -12.1572 32.4038  -0.85
O: 2.7514 -13.4283 31.3431  -0.84
Cl: 7.8677 -10.8578 34.0120  2.54
O: 6.6122 -11.1522 34.6341  -0.83
O: 7.7210 -9.5404 33.4117  -0.90
O: 8.9213 -10.7978 35.0012  -0.85
O: 8.0921 -11.8044 32.9638  -0.86
B: 5.1507 -7.7444 31.6809  -0.76
H: 4.6778 -8.0970 32.6826  0.02
H: 4.6200 -8.2704 30.7804  -0.02
H: 4.9575 -6.6030 31.6147  0.02
H: 6.2494 -8.0854 31.5785  -0.10
C: 5.4808 -9.6357 25.1415  -0.62
C: 4.4637 -10.6180 25.7189  -0.39
C: 4.8419 -11.1657 27.0977  -0.52
C: 5.3106 -10.1089 27.9825  0.38
N: 5.6258 -9.2669 28.6947  -0.38
H: 5.4967 -8.6364 25.5597  0.23
H: 5.3621 -9.6232 24.0511  0.21
H: 6.4913 -10.0728 25.1343  0.20
H: 4.2731 -11.4241 25.0138  0.21
H: 3.5585 -10.0072 25.7799  0.21
H: 5.6314 -11.9173 27.0445  0.24
H: 3.9824 -11.6172 27.5999  0.29
C: 9.2715 -10.9697 26.9008  -0.63
C: 9.0829 -12.4794 26.7052  -0.38
C: 8.8996 -13.1994 28.0439  -0.51
C: 7.8302 -12.7166 28.9178  0.34
N: 6.9886 -12.3466 29.5990  -0.34
H: 8.4196 -10.3722 27.2176  0.23
H: 9.6773 -10.5712 25.9646  0.21
H: 10.0864 -10.7425 27.5960  0.21
H: 9.9413 -12.8950 26.1840  0.21
H: 8.1863 -12.6704 26.1105  0.20
H: 9.8508 -13.1356 28.5802  0.25
H: 8.7909 -14.2688 27.8475  0.25
C: 11.9696 -10.8018 32.4302  -0.62
C: 11.2877 -9.4546 32.7430  -0.39
C: 10.8360 -8.7842 31.4231  -0.52
C: 9.6794 -9.3319 30.7310  0.40
N: 8.7071 -9.7391 30.2752  -0.41
H: 11.4548 -11.2608 31.5852  0.20
H: 11.8462 -11.4486 33.3026  0.23
H: 13.0426 -10.8086 32.2371  0.20
H: 11.9846 -8.8055 33.2704  0.21
H: 10.4015 -9.5721 33.3671  0.26
H: 11.6877 -8.8144 30.7395  0.23
H: 10.6079 -7.7420 31.6591  0.26

Force components x, y, z for each atom (eV/Å):
-0.9317 0.1908 1.0455
-2.5696 2.4322 1.3035
0.3679 -0.7856 -0.8959
0.5696 -0.2988 -0.3653
1.4245 -0.7055 -0.1221
0.5205 -0.4557 -0.2354
-1.6688 0.8093 1.8053
0.1712 -0.3903 0.3015
0.5148 0.6072 -0.8836
0.1671 -0.4373 -0.7670
0.9858 -0.6708 -0.7370
-1.2581 -0.0907 0.1019
-0.2064 -0.7875 1.1437
-0.9225 -0.6308 -0.9860
0.2880 1.2905 -0.3530
2.4131 0.2710 0.1293
1.1123 -1.3860 -1.3745
-0.0683 1.1929 0.0480
-0.3056 -0.0274 -0.0075
-0.2697 -0.1028 -0.0313
0.4627 0.0402 -0.2235
-0.1030 -0.0271 0.1370
-0.5646 0.6435 0.1120
0.0490 0.2179 0.7365
0.0467 -0.1367 0.1234
-0.2973 -0.5051 0.2653
-0.0089 -0.0099 -0.0823
0.0759 -0.1107 0.0157
1.1834 0.1456 -0.6718
-1.0371 0.8714 0.7389
0.9573 -0.6150 -0.1014
0.3650 -0.2173 -0.5272
-0.1793 -0.0657 -0.1119
-0.2551 -0.3247 -0.0289
-0.4479 0.2003 -0.0793
-0.1739 -0.2958 0.2835
0.0237 -0.1302 0.0539
0.1223 0.0489 -0.2323
-0.1542 0.1733 0.2744
-0.3827 0.0077 0.2114
-0.6765 -0.2779 0.8011
-0.0842 -0.6518 -0.7939
0.8879 0.7186 0.4331
-0.3562 -0.3042 0.6657
0.3724 0.1075 -0.2776
0.0549 -0.2523 0.0618
-0.1142 -0.1528 -0.1762
-0.0085 0.5845 -0.2166
-0.0934 0.2562 -0.1328
0.1749 -0.2333 0.1129
-0.0867 0.2247 -0.1641
-0.0864 0.0454 -0.3271

Results
* maximum force: 3.771 eV/Å
* highest occupied orbital energy: -0.237 Eh
* total charge: -1
* orbital gap: 8.404 eV

---

(2)
# C12H30BN6O11P

A cluster of 4 separate species, C12H30BN6O11P in total (wB97M-V/def2-TZVPD, the OMol25 dataset).

Each line ends with the natural charge from an NBO analysis.
CARTESIAN COORDINATES (ANGSTROEM)
C: -1.7755 -0.1881 -4.1955  -0.66
C: -0.4258 0.3358 -3.6945  -0.09
O: 0.5418 -0.6957 -3.4896  -0.54
C: 0.2759 -1.5950 -2.4352  -0.06
C: 0.8217 -1.1458 -1.0761  -0.47
C: -0.1592 -0.5218 -0.0775  0.42
O: -1.2572 0.1331 -0.7203  -0.74
N: -0.6622 -1.5176 0.8733  -0.66
C: -1.3111 -0.8146 1.8930  0.73
O: -2.2189 -1.2743 2.5475  -0.60
C: -0.7236 0.5866 1.9611  -0.33
N: -0.1080 0.7849 3.3043  -0.83
B: -1.8290 1.7359 1.8138  1.05
N: -3.1792 1.4929 2.1381  -1.06
O: -1.4038 3.0347 1.5303  -0.93
C: 0.4118 0.4967 0.9196  -0.55
P: 1.3188 2.0307 0.3595  1.12
C: 3.0019 1.2835 0.3107  -0.99
O: 0.9266 2.1593 -1.2478  -0.99
H: -1.7034 -1.2641 -4.3601  0.21
H: -2.0527 0.2911 -5.1280  0.24
H: -2.5642 -0.0380 -3.4562  0.20
H: -0.5413 0.9345 -2.7908  0.20
H: 0.0264 0.9789 -4.4479  0.19
H: -0.7961 -1.8307 -2.3838  0.15
H: 0.7738 -2.5238 -2.7113  0.19
H: 1.2454 -2.0222 -0.5825  0.23
H: 1.6552 -0.4731 -1.2661  0.22
H: -1.8462 -0.5310 -1.0950  0.47
H: -1.2620 -2.2465 0.4979  0.38
H: -0.8227 0.7908 4.0286  0.39
H: 0.3060 1.7142 3.3218  0.36
H: -3.8057 2.2641 1.9561  0.39
H: -3.6008 0.6051 1.9166  0.41
H: -1.4966 3.2656 0.6033  0.50
H: 1.1877 -0.0565 1.4646  0.24
H: 3.6245 1.7407 -0.4601  0.24
H: 2.9924 0.2075 0.1599  0.23
H: 3.4629 1.4668 1.2813  0.24
H: 1.5068 1.6762 -1.8457  0.49
C: 4.2486 -1.1884 3.5378  -0.49
N: 5.2771 -1.1774 2.4574  0.54
O: 4.9027 -0.9482 1.3247  -0.38
O: 6.4236 -1.3937 2.7872  -0.37
H: 3.2812 -0.9768 3.0972  0.23
H: 4.2783 -2.1717 3.9974  0.24
H: 4.5373 -0.4316 4.2609  0.24
C: -0.6319 -1.5191 -8.5347  -0.49
N: -1.6892 -0.4759 -8.4101  0.54
O: -1.7859 0.1017 -7.3463  -0.38
O: -2.3828 -0.2774 -9.3840  -0.37
H: -0.1037 -1.5780 -7.5908  0.23
H: -1.1310 -2.4509 -8.7829  0.23
H: 0.0200 -1.2177 -9.3490  0.24
C: -2.3936 0.4924 7.9848  -0.48
N: -1.4420 0.8149 6.8857  0.54
O: -1.9105 1.1092 5.8046  -0.38
O: -0.2592 0.7599 7.1467  -0.37
H: -3.3998 0.5842 7.5956  0.23
H: -2.1730 -0.5200 8.3094  0.24
H: -2.2005 1.1938 8.7908  0.23

Force components x, y, z for each atom (eV/Å):
0.1415 -0.1018 0.4161
0.0178 0.1922 -0.1126
-0.0023 -0.0127 0.0322
-0.0887 -0.0106 0.0304
0.0474 -0.1735 0.1294
0.0672 0.0884 0.0239
-0.0097 0.0733 0.0106
-0.7883 0.3413 -0.2032
0.0399 -0.1388 -0.1522
0.1335 0.0443 0.1509
0.3182 0.0676 0.3809
-0.0343 0.0680 -0.0622
-0.0577 -0.2194 -0.1901
-0.0503 0.3299 -0.8351
-0.0650 -0.0974 0.1531
0.1283 -0.3377 0.0782
-0.1383 0.1205 0.0997
-0.1487 -0.0995 -0.1208
0.1265 0.1559 -0.0131
-0.0101 0.0015 -0.2214
-0.1386 -0.0495 0.0866
-0.0699 0.0929 -0.0570
-0.0224 -0.0666 0.0049
0.0417 -0.0437 -0.0714
0.0155 0.0049 -0.0070
0.0457 -0.0105 -0.0368
0.0988 0.0500 0.0678
-0.0576 0.0260 -0.0685
0.0282 0.0117 -0.0587
0.2308 -0.1644 0.0001
0.0467 -0.0497 -0.0670
-0.0174 -0.0017 0.0239
-0.0570 -0.0204 0.1638
0.0837 -0.1895 0.5467
0.0466 0.1332 -0.0378
0.0613 0.0342 -0.0380
-0.0145 0.1506 0.0782
0.0903 -0.0312 -0.0560
0.0763 0.0422 -0.0173
-0.0909 -0.1538 -0.0206
-0.0321 0.0106 -0.0345
-0.0357 0.0139 0.0182
0.0921 -0.1035 0.0532
-0.0509 0.0079 -0.0171
0.0045 0.0045 0.0006
0.0158 0.0086 0.0153
0.0109 -0.0168 0.0129
0.0132 0.0147 0.0436
0.0002 0.0077 0.0033
0.0064 0.0066 -0.2033
0.0251 -0.0128 0.0438
-0.0017 0.0016 -0.0010
0.0027 0.0053 -0.0231
-0.0135 -0.0119 -0.0145
-0.0278 0.0054 -0.0282
0.0516 -0.0128 -0.0184
-0.0481 0.0170 0.1045
-0.0658 0.0065 -0.0099
0.0010 -0.0008 0.0000
0.0133 0.0085 0.0149
0.0145 -0.0162 0.0090

Results
* SMILES string: CCOCC[C@@]1(O)NC(=O)[C@](N)(B(N)O)[C@@H]1P(C)O.C[N+](=O)[O-].C[N+](=O)[O-].C[N+](=O)[O-]
* maximum force: 0.899 eV/Å
* highest occupied orbital energy: -0.303 Eh
* orbital gap: 8.443 eV

---

- Number 2 is which compound?
  C12H30BN6O11P